Molecular formula: C28H20Cl5FN6O11W
Method: DFT, ωB97M-V/def2-TZVPD

Largest force on an atom, hartree/bohr: 0.10990
Net charge: +2
Energy above the lowest of the compared OMol25 structures with the same formula, charge and spin, kcal per mole: 0.0
Frontier orbital gap, eV: 6.2
LUMO level, eV: -6.72
HOMO, eV: -12.888

Geometry as XYZ:
```
72
Properties=species:S:1:pos:R:3:forces:R:3
W 0.5370 0.5403 -0.0503 -3.245 4.123 2.100
Cl -6.9809 -0.4199 -0.1061 -0.010 0.004 -0.035
C -5.3154 -0.0461 -0.0731 -0.164 -0.006 0.019
C -4.3766 -1.0775 -0.1433 -0.083 -0.071 0.005
Cl -4.8660 -2.7102 -0.2672 -0.010 -0.023 -0.029
C -3.0359 -0.7592 -0.0924 0.659 0.176 0.119
Cl -1.7903 -1.9478 -0.1614 -0.575 -0.496 -0.098
C -2.6143 0.5636 0.0463 -0.067 -0.197 0.061
O -1.2944 0.8513 0.1022 0.082 -1.147 -0.253
C -3.5455 1.5836 0.1142 0.121 0.294 0.059
Cl -2.9792 3.1879 0.3028 -0.030 0.015 -0.025
C -4.9007 1.2803 0.0433 -0.125 0.068 0.026
Cl -6.0502 2.5407 0.1153 -0.016 0.015 0.010
C 5.0654 -5.5368 -0.9211 -0.085 0.076 -0.066
C 5.1981 -4.0313 -0.7451 -0.067 -0.397 -0.032
N 3.9213 -3.3194 -1.0210 0.434 0.222 -0.044
C 3.1458 -3.0273 0.0066 -0.172 -0.265 0.265
C 2.0239 -2.2271 -0.0730 -0.160 0.151 0.033
C 1.3099 -1.9641 1.2347 0.001 -0.284 -0.566
O 1.3468 -2.7130 2.1502 0.135 -0.061 0.286
O 0.6064 -0.8047 1.2397 0.338 -0.884 0.304
C 1.7166 -1.6302 -1.2992 -0.008 -0.695 0.503
O 0.7037 -0.8002 -1.4409 0.693 -0.735 -0.525
C 2.5451 -1.9239 -2.4108 0.049 -0.037 -0.223
C 2.3119 -1.3138 -3.6545 -0.195 0.008 0.072
C 3.1061 -1.6074 -4.7128 0.011 0.052 -0.027
F 2.8755 -0.9781 -5.8686 0.041 0.029 -0.121
C 4.1765 -2.5281 -4.6231 -0.015 -0.168 -0.034
C 4.4198 -3.0994 -3.3904 0.261 -0.062 -0.003
C 3.6400 -2.7960 -2.2699 -0.042 0.066 -0.018
N 4.9679 -2.9047 -5.7243 0.057 0.103 -0.128
C 6.4201 -2.7297 -5.6440 -0.185 0.017 -0.135
C 7.1035 -3.9181 -6.3470 0.048 0.173 0.201
N 6.1064 -4.5540 -7.2745 0.030 0.186 -0.016
C 5.3738 -3.5067 -8.0594 -0.151 0.163 0.050
C 4.4765 -2.7058 -7.0945 0.071 -0.061 0.173
H 6.0224 -6.0112 -0.7037 -0.034 0.010 -0.017
H 4.7653 -5.8014 -1.9380 0.027 -0.006 0.062
H 4.3235 -5.9426 -0.2316 0.033 -0.002 -0.038
H 5.9669 -3.6078 -1.3841 -0.021 0.128 -0.007
H 5.4778 -3.7916 0.2767 -0.040 0.103 0.027
H 3.4312 -3.4349 0.9692 -0.005 0.013 -0.021
H 1.5084 -0.5967 -3.7605 -0.011 -0.028 -0.043
H 5.2405 -3.7989 -3.3067 -0.100 -0.032 0.008
H 6.7386 -2.6735 -4.6080 0.029 -0.012 0.018
H 6.7128 -1.7904 -6.1245 0.008 0.019 0.011
H 7.4441 -4.6752 -5.6452 -0.075 -0.100 -0.020
H 7.9549 -3.5848 -6.9343 0.000 -0.073 -0.117
H 5.4197 -5.0523 -6.7079 -0.014 -0.109 0.024
H 6.5633 -5.2274 -7.8878 0.029 -0.041 -0.052
H 4.7821 -3.9841 -8.8349 0.029 -0.101 -0.017
H 6.1195 -2.8771 -8.5383 0.107 -0.048 0.030
H 3.4504 -3.0620 -7.1489 -0.016 -0.028 -0.016
H 4.4850 -1.6614 -7.4062 0.035 0.039 -0.022
O 4.6136 5.3475 -3.1631 0.093 -0.214 0.050
N 5.1456 4.2714 -3.0102 0.132 0.094 -0.054
O 6.1501 3.8795 -3.5724 -0.229 0.085 0.170
C 4.4948 3.3271 -2.0711 0.064 0.109 -0.165
C 5.1245 2.1370 -1.8006 0.381 -0.094 0.020
C 4.5017 1.2082 -0.9904 -0.339 0.185 0.122
C 3.2078 1.4529 -0.5158 0.022 -0.076 0.197
O 2.4405 0.5387 0.1008 1.636 -0.153 -0.895
C 2.6030 2.6737 -0.8346 -0.111 -0.743 0.298
C 3.2335 3.6246 -1.5945 -0.161 0.402 -0.031
N 1.1778 2.7411 -0.5897 0.237 1.640 -0.754
O 0.6265 1.7745 -1.5006 0.558 -0.151 -0.478
O 0.8070 2.3030 0.7096 0.194 -0.964 -0.120
N 5.1492 -0.0813 -0.7794 -0.023 -0.021 -0.206
O 4.8572 -0.7125 0.2094 -0.131 -0.117 0.392
O 5.9172 -0.4730 -1.6375 0.122 0.010 -0.202
H 6.0997 1.9328 -2.2176 0.005 -0.006 -0.024
H 2.7560 4.5624 -1.8482 -0.058 -0.068 -0.043
```
Forces are in eV/Å.

Mulliken population analysis, charges in e, atoms 1 to 6: atom 1 (W): 1.81, atom 2 (Cl): -0.14, atom 3 (C): 0.41, atom 4 (C): -0.20, atom 5 (Cl): -0.16, atom 6 (C): 0.83


Molecular formula: C28H20F10N4S5SiTa
Method: DFT, ωB97M-V/def2-TZVPD

Largest force on an atom, hartree/bohr: 0.01547
Net charge: +1
Energy above the lowest of the compared OMol25 structures with the same formula, charge and spin, kcal per mole: 13.8
Frontier orbital gap, eV: 6.4
LUMO level, eV: -4.79
HOMO, eV: -11.224

Geometry as XYZ:
```
69
Properties=species:S:1:pos:R:3:forces:R:3
Ta -0.1284 0.5083 -0.1922 0.309 0.196 -0.706
C -4.9778 -2.0140 -0.6236 -0.009 -0.013 0.003
S -3.5429 -2.9889 -1.1090 -0.086 -0.090 -0.003
C -2.2558 -1.8391 -1.0793 0.212 0.115 -0.004
S -2.5331 -0.1702 -0.7178 0.024 0.087 0.066
N -1.0902 -2.3284 -1.3905 -0.208 -0.336 -0.033
N -0.1039 -1.3901 -1.3873 0.223 0.309 0.270
C 0.9384 -1.6449 -2.0887 -0.177 -0.044 -0.044
C 1.9676 -0.6360 -2.2157 0.066 0.044 -0.042
C 3.0822 -0.8738 -2.9987 0.005 -0.004 -0.018
C 4.0344 0.1237 -3.1515 -0.045 -0.015 0.023
C 3.8224 1.3265 -2.5085 -0.043 0.001 0.013
C 2.6852 1.4899 -1.7283 0.102 0.078 -0.019
N 1.7614 0.5413 -1.5762 -0.205 -0.122 -0.021
H -5.8040 -2.7228 -0.6177 0.000 0.002 -0.001
H -4.8540 -1.5958 0.3718 0.004 0.007 -0.002
H -5.1845 -1.2322 -1.3496 -0.003 0.006 0.006
H 1.0042 -2.5833 -2.6287 -0.012 0.007 -0.010
H 3.1905 -1.8365 -3.4783 0.017 0.000 -0.009
H 4.9171 -0.0412 -3.7536 -0.002 0.000 -0.009
H 4.5223 2.1463 -2.5879 0.013 -0.008 -0.002
H 2.5414 2.4168 -1.2010 0.010 -0.031 -0.001
F 1.3492 7.1732 -2.0369 -0.005 -0.015 0.002
C 0.8444 5.9508 -2.0776 -0.003 -0.003 0.002
C 1.0892 5.0620 -1.0429 0.010 -0.008 0.033
F 1.8366 5.4084 -0.0016 -0.004 0.004 -0.023
C 0.5469 3.7981 -1.1370 0.116 -0.003 -0.042
F 0.8130 2.9002 -0.1364 -0.047 -0.094 0.169
C -0.2177 3.3530 -2.1891 0.114 0.020 -0.113
S -1.0094 1.7872 -2.1462 -0.126 -0.008 0.280
C -0.4438 4.2652 -3.2154 0.015 -0.031 0.003
F -1.1834 3.9146 -4.2610 0.011 0.018 0.005
C 0.0768 5.5477 -3.1629 -0.008 0.005 -0.008
F -0.1548 6.4004 -4.1488 0.005 0.000 -0.002
C -3.4436 2.1447 4.6970 0.092 -0.023 0.011
Si -1.8442 1.2456 5.0544 -0.079 0.045 0.034
C -0.3729 2.4029 5.0256 -0.038 -0.065 0.021
C -1.9231 0.3383 6.6883 -0.010 0.032 -0.071
C -1.6022 -0.0901 3.7115 0.085 0.092 0.062
C -1.7765 -1.4455 3.9827 0.005 -0.033 -0.037
C -1.5089 -2.4271 3.0319 -0.032 0.015 -0.001
C -1.0362 -2.0443 1.7980 0.097 -0.010 0.094
N -0.8764 -0.7459 1.5135 0.023 -0.119 0.006
C -1.1605 0.1974 2.4249 -0.151 -0.052 -0.160
S -0.9083 1.7871 1.7063 -0.155 -0.207 0.115
H -3.6770 2.8462 5.5004 0.005 0.012 0.003
H -4.2777 1.4462 4.6108 -0.006 -0.005 0.011
H -3.3800 2.7135 3.7673 -0.002 -0.007 -0.011
H -0.2810 2.8894 5.9989 -0.007 0.016 0.004
H -0.4738 3.1844 4.2729 0.002 0.002 -0.009
H 0.5601 1.8685 4.8351 0.003 -0.006 0.005
H -1.7947 1.0557 7.5011 -0.030 0.003 0.012
H -1.1312 -0.4066 6.7866 0.023 0.017 0.006
H -2.8830 -0.1580 6.8411 -0.002 -0.024 -0.011
H -2.1228 -1.7512 4.9627 0.013 0.005 0.008
H -1.6489 -3.4754 3.2514 0.015 -0.005 0.002
H -0.7700 -2.7551 1.0288 0.005 -0.004 0.005
F 7.1051 1.7332 0.3771 0.002 0.003 0.003
C 5.8979 1.2136 0.5417 0.004 -0.036 -0.019
C 4.8790 1.9777 1.0860 -0.032 -0.001 -0.015
F 5.1104 3.2354 1.4440 0.008 0.025 0.017
C 3.6191 1.4255 1.2368 0.022 -0.085 -0.015
F 2.6544 2.1902 1.7503 0.026 0.031 0.036
C 3.3321 0.1197 0.8493 0.123 0.106 -0.021
S 1.7509 -0.5951 1.1064 -0.254 0.173 0.174
C 4.3791 -0.6245 0.3156 -0.056 0.000 -0.008
F 4.1713 -1.8821 -0.0848 0.009 0.031 0.006
C 5.6462 -0.0940 0.1568 0.021 -0.002 -0.018
F 6.6168 -0.8229 -0.3853 -0.003 0.003 0.003
```
Forces are in eV/Å.

natural (NBO) population analysis, charges in e, atoms 1 to 6: atom 1 (Ta): 1.25, atom 2 (C): -0.76, atom 3 (S): 0.39, atom 4 (C): -0.08, atom 5 (S): -0.01, atom 6 (N): -0.39


Molecular formula: C28H21AsCl2CrN4O8S2
Method: DFT, ωB97M-V/def2-TZVPD

Largest force on an atom, hartree/bohr: 0.06531
Spin multiplicity: 5
Net charge: -2
Frontier orbital gap (spin up / spin down), eV: 3.7 / 6.2
<S²>: 6.077
LUMO level (spin up / spin down), eV: 3.91 / 3.91
HOMO (spin up / spin down), eV: 0.167 / -2.244

Geometry as XYZ:
```
67
Properties=species:S:1:pos:R:3:forces:R:3
Cr -0.3763 -0.6140 1.0679 -0.576 1.324 -3.005
O -6.1937 -0.0803 1.3960 0.363 -0.998 -0.012
C -5.6622 1.1213 1.3411 0.654 0.458 -0.026
O -6.3479 2.1157 1.3453 -0.077 -0.103 0.008
C -4.1589 1.2284 1.2867 -0.269 -0.363 -0.005
C -3.4616 2.4218 1.2771 -0.281 0.138 0.120
Cl -4.0680 3.9999 1.4155 0.115 0.070 -0.034
N -2.1433 2.1546 1.2459 0.658 0.909 0.056
N -1.9414 0.8436 1.2543 0.225 -0.520 -0.083
C -3.1231 0.2630 1.2679 -0.493 -0.528 0.068
C -3.1199 -1.2541 1.2605 -0.064 0.232 -0.039
O -4.1748 -1.8802 1.3141 -0.937 0.236 0.027
O -1.9773 -1.7924 1.1972 0.377 0.168 0.100
C -1.0481 3.1030 1.2961 -0.340 -0.032 -0.023
C -0.0309 2.9187 2.2109 0.074 -0.042 0.281
C 0.9771 3.8693 2.2893 0.007 -0.114 0.046
C 0.9539 4.9901 1.4724 -0.058 0.027 0.010
C -0.0639 5.1463 0.5437 -0.101 0.032 0.032
C -1.0627 4.1895 0.4441 -0.209 0.160 -0.132
H -5.5006 -0.8211 1.3728 -0.109 0.402 -0.004
H -0.0323 2.0499 2.8523 0.021 0.025 0.048
H 1.7879 3.7217 2.9935 -0.061 -0.014 -0.035
H 1.7357 5.7367 1.5525 0.001 -0.039 -0.044
H -0.0677 5.9851 -0.1419 0.009 -0.024 0.011
H -1.8224 4.2693 -0.3244 0.047 0.024 0.059
O 1.4431 -0.8818 3.5006 0.038 0.037 -0.073
Cl 0.0111 -0.8519 3.2303 0.511 -0.469 3.286
O -0.6003 0.2564 3.9659 0.019 -0.072 -0.128
O -0.5661 -2.1101 3.6986 -0.030 0.100 -0.125
O 1.1681 0.4848 0.9698 -0.143 0.289 0.135
S -0.6420 -0.5752 -1.2961 0.135 0.094 -0.040
C -0.4586 1.1393 -1.7128 0.125 -0.041 0.069
C -1.3785 1.7248 -2.5499 0.009 0.287 0.016
C -1.2671 3.0640 -3.0049 0.102 0.147 0.039
C -2.2445 3.5849 -3.8927 0.048 -0.003 0.003
N -3.0459 4.0004 -4.6271 0.251 -0.134 0.242
C -0.1182 3.8554 -2.5520 -0.152 -0.054 -0.330
C 0.7969 3.2397 -1.6734 -0.067 0.028 -0.227
C 0.6608 1.9420 -1.2522 -0.087 -0.124 -0.007
S 1.9214 1.2951 -0.2309 0.011 -0.511 -0.009
C 0.0835 5.2032 -2.9371 -0.042 0.057 -0.148
N 0.2502 6.3126 -3.2542 -0.038 -0.414 0.223
H -2.2164 1.1282 -2.8957 0.009 0.056 0.018
H 1.6369 3.8187 -1.3012 -0.103 -0.010 -0.013
C 1.5993 -3.8880 2.0215 -0.165 0.211 0.255
As 0.9467 -2.6046 0.7279 0.552 -0.939 -0.651
C 0.0384 -3.8363 -0.4616 -0.268 0.106 0.057
C 2.5961 -2.1870 -0.2358 -0.098 -0.129 -0.063
C 3.1039 -3.3203 -1.0681 0.076 0.069 0.015
C 2.6610 -3.4718 -2.3837 0.000 -0.024 -0.064
C 3.1144 -4.5205 -3.1723 0.020 0.018 0.047
C 4.0211 -5.4437 -2.6600 -0.058 0.039 0.036
C 4.4647 -5.3066 -1.3510 -0.020 0.034 -0.014
C 4.0107 -4.2529 -0.5654 0.005 -0.040 -0.023
H 2.0853 -4.7048 1.4966 0.071 -0.085 -0.064
H 0.7481 -4.2482 2.5936 -0.019 -0.037 0.045
H 2.2837 -3.3870 2.7008 0.035 0.009 0.056
H 0.6507 -4.7072 -0.6738 0.102 -0.073 -0.008
H -0.2237 -3.3190 -1.3820 0.014 -0.004 -0.027
H -0.8832 -4.1288 0.0401 -0.020 -0.027 0.005
H 3.2994 -1.8776 0.5338 0.122 0.044 0.025
H 2.3446 -1.3183 -0.8404 0.044 0.102 -0.038
H 1.9494 -2.7521 -2.7788 0.061 -0.039 0.009
H 2.7630 -4.6159 -4.1943 0.007 0.010 0.064
H 4.3763 -6.2626 -3.2753 -0.012 0.035 0.021
H 5.1726 -6.0195 -0.9418 -0.029 0.035 -0.004
H 4.3660 -4.1436 0.4540 0.010 -0.008 -0.033
```
Forces are in eV/Å.

natural (NBO) population analysis, charges in e, atoms 1 to 6: atom 1 (Cr): 0.77, atom 2 (O): -0.69, atom 3 (C): 0.79, atom 4 (O): -0.61, atom 5 (C): -0.28, atom 6 (C): 0.19